340
Properties=species:S:1:pos:R:3:lowdin_charge:R:1 method="wB97M-V/def2-TZVPD" lumo_energy_ev=0.13
O -7.60 -2.08 37.68 -0.29
P -8.62 -3.07 38.01 0.51
N -8.24 -3.75 39.51 -0.31
C -9.01 -4.82 40.04 -0.14
C -7.07 -3.46 40.26 -0.14
N -8.69 -4.23 36.87 -0.27
C -9.77 -5.18 36.75 -0.09
C -7.47 -4.83 36.45 -0.12
N -10.18 -2.50 38.17 -0.27
C -10.81 -1.93 36.97 -0.12
C -10.88 -2.26 39.47 -0.07
H -8.40 -5.73 40.06 0.07
H -9.99 -4.94 39.45 0.11
H -9.30 -4.66 41.05 0.06
H -7.18 -2.88 41.20 0.08
H -6.40 -2.79 39.70 0.07
H -6.45 -4.39 40.41 0.10
H -9.72 -5.99 37.49 0.07
H -10.67 -4.67 36.94 0.04
H -9.86 -5.57 35.75 0.06
H -7.21 -5.76 37.01 0.09
H -7.50 -5.13 35.43 0.05
H -6.63 -4.11 36.62 0.10
H -10.40 -0.93 36.72 0.07
H -10.69 -2.54 36.07 0.05
H -11.91 -1.81 37.13 0.09
H -10.91 -1.19 39.72 0.09
H -10.40 -2.90 40.21 0.05
H -11.90 -2.51 39.36 0.05
O -4.95 -14.32 34.28 -0.31
P -4.55 -13.52 35.50 0.54
N -5.81 -13.72 36.65 -0.30
C -5.67 -14.18 38.01 -0.10
C -7.14 -13.61 36.05 -0.11
N -4.40 -11.90 35.35 -0.34
C -5.30 -10.93 35.90 -0.11
C -3.57 -11.45 34.29 -0.12
N -3.18 -13.97 36.24 -0.32
C -2.46 -13.11 37.10 -0.12
C -2.65 -15.30 36.03 -0.09
H -6.20 -15.12 38.11 0.08
H -6.11 -13.44 38.73 0.09
H -4.62 -14.33 38.30 0.06
H -7.22 -13.87 34.99 0.08
H -7.45 -12.57 36.08 0.05
H -7.81 -14.24 36.68 0.10
H -4.75 -9.98 36.20 0.11
H -6.15 -10.75 35.22 0.07
H -5.80 -11.29 36.82 0.08
H -2.82 -10.67 34.69 0.10
H -2.93 -12.24 33.89 0.08
H -4.18 -11.15 33.43 0.08
H -1.40 -13.19 36.90 0.08
H -2.76 -12.10 36.86 0.07
H -2.58 -13.30 38.22 0.11
H -2.95 -15.76 36.96 0.08
H -1.58 -15.40 35.83 0.09
H -3.06 -15.81 35.17 0.07
O -3.77 -1.62 30.90 -0.24
P -3.54 -1.93 32.28 0.48
N -1.95 -2.33 32.60 -0.30
C -1.50 -3.46 33.25 -0.18
C -0.85 -1.48 32.09 -0.08
N -4.51 -3.19 32.71 -0.31
C -4.58 -4.33 31.92 -0.13
C -5.06 -3.36 34.04 -0.09
N -3.78 -0.63 33.31 -0.29
C -5.08 0.05 33.10 -0.08
C -3.13 -0.45 34.59 -0.11
H -0.97 -3.41 34.26 0.11
H -0.74 -3.95 32.64 0.08
H -2.25 -4.21 33.27 0.05
H -0.16 -1.24 32.95 0.09
H -1.27 -0.61 31.64 0.07
H -0.19 -1.98 31.44 0.06
H -4.05 -5.16 32.48 0.09
H -5.68 -4.58 31.76 0.09
H -4.18 -4.24 30.93 0.07
H -4.43 -4.00 34.64 0.09
H -5.29 -2.45 34.59 0.07
H -6.02 -3.79 33.95 0.04
H -5.00 1.14 32.96 0.09
H -5.63 -0.41 32.30 0.05
H -5.62 -0.14 34.03 0.06
H -3.81 -0.73 35.46 0.09
H -3.09 0.66 34.74 0.10
H -2.23 -0.97 34.79 0.06
O -14.40 -8.06 35.35 -0.32
P -14.66 -6.58 35.36 0.62
N -14.55 -5.97 36.95 -0.30
C -14.00 -4.64 37.11 -0.12
C -14.28 -6.91 38.02 -0.11
N -16.12 -5.96 34.80 -0.30
C -17.28 -6.23 35.62 -0.13
C -16.41 -5.72 33.41 -0.11
N -13.51 -5.86 34.31 -0.28
C -13.31 -4.45 34.07 -0.13
C -12.29 -6.64 34.08 -0.10
H -12.90 -4.62 36.96 0.07
H -14.07 -4.29 38.18 0.10
H -14.46 -3.89 36.53 0.06
H -13.26 -6.72 38.45 0.09
H -14.42 -7.92 37.64 0.05
H -14.99 -6.78 38.83 0.08
H -17.85 -7.15 35.45 0.07
H -17.06 -6.14 36.71 0.09
H -18.05 -5.44 35.40 0.09
H -15.51 -5.47 32.84 0.07
H -16.90 -6.60 32.98 0.08
H -17.07 -4.88 33.30 0.08
H -12.70 -3.98 34.87 0.07
H -12.74 -4.31 33.17 0.06
H -14.26 -4.01 33.94 0.06
H -11.91 -6.43 33.08 0.07
H -12.47 -7.72 34.25 0.07
H -11.59 -6.27 34.82 0.05
O -16.57 -7.93 29.42 -0.30
P -15.79 -9.18 29.58 0.51
N -15.01 -9.54 28.13 -0.31
C -15.86 -9.34 26.96 -0.14
C -14.04 -10.61 27.91 -0.11
N -16.78 -10.43 30.12 -0.31
C -17.99 -10.11 30.85 -0.12
C -16.43 -11.85 30.21 -0.08
N -14.55 -9.25 30.68 -0.27
C -13.67 -8.07 30.67 -0.08
C -15.01 -9.50 32.06 -0.09
H -16.55 -8.51 27.08 0.06
H -16.51 -10.22 26.74 0.09
H -15.14 -9.07 26.09 0.10
H -14.56 -11.62 27.85 0.09
H -13.27 -10.59 28.68 0.07
H -13.59 -10.42 26.95 0.06
H -18.82 -10.84 30.46 0.11
H -17.89 -10.29 31.98 0.08
H -18.28 -9.12 30.77 0.04
H -17.37 -12.35 30.36 0.07
H -15.84 -12.15 29.36 0.05
H -15.92 -12.09 31.18 0.06
H -12.74 -8.39 31.13 0.07
H -13.46 -7.67 29.72 0.05
H -14.14 -7.31 31.28 0.08
H -14.07 -9.48 32.54 0.06
H -15.44 -10.50 32.19 0.06
H -15.60 -8.70 32.43 0.06
O -16.21 -12.60 33.48 -0.28
P -16.00 -12.61 34.94 0.48
N -17.07 -13.51 35.86 -0.33
C -17.39 -14.86 35.45 -0.13
C -18.16 -12.86 36.50 -0.12
N -16.09 -11.09 35.51 -0.30
C -16.92 -10.04 34.97 -0.11
C -15.52 -10.77 36.78 -0.11
N -14.51 -13.19 35.32 -0.32
C -14.11 -14.15 36.30 -0.13
C -13.36 -12.71 34.53 -0.10
H -16.51 -15.38 34.93 0.11
H -18.22 -14.78 34.74 0.09
H -17.62 -15.41 36.33 0.07
H -17.81 -12.00 37.04 0.05
H -18.48 -13.47 37.39 0.10
H -19.02 -12.71 35.76 0.12
H -16.30 -9.24 34.54 0.05
H -17.45 -10.51 34.10 0.06
H -17.66 -9.67 35.74 0.10
H -16.14 -10.94 37.59 0.05
H -14.77 -11.55 36.99 0.08
H -15.00 -9.81 36.79 0.06
H -15.05 -14.68 36.68 0.08
H -13.51 -14.94 35.88 0.08
H -13.63 -13.72 37.20 0.09
H -13.58 -11.76 33.98 0.08
H -13.09 -13.51 33.82 0.08
H -12.44 -12.48 35.17 0.10
O -8.35 -11.18 30.22 -0.28
P -7.59 -12.17 29.47 0.51
N -8.10 -13.72 29.71 -0.30
C -9.50 -14.09 29.83 -0.10
C -7.27 -14.84 29.24 -0.12
N -6.01 -12.45 29.86 -0.33
C -5.62 -13.03 31.13 -0.11
C -5.13 -11.35 29.53 -0.12
N -7.76 -11.71 27.84 -0.29
C -8.34 -10.37 27.59 -0.10
C -7.78 -12.73 26.78 -0.09
H -9.67 -15.04 30.34 0.08
H -9.95 -14.23 28.84 0.07
H -10.14 -13.27 30.32 0.10
H -6.22 -14.51 29.09 0.09
H -7.58 -15.34 28.33 0.08
H -7.38 -15.55 30.04 0.06
H -5.58 -12.22 31.94 0.10
H -6.30 -13.81 31.40 0.06
H -4.64 -13.45 31.04 0.08
H -4.07 -11.77 29.33 0.12
H -5.46 -10.91 28.60 0.06
H -5.09 -10.57 30.35 0.08
H -9.31 -10.22 27.99 0.07
H -7.72 -9.53 28.05 0.09
H -8.34 -10.30 26.54 0.05
H -8.59 -13.45 26.91 0.07
H -6.77 -13.22 26.87 0.09
H -7.88 -12.22 25.82 0.08
O -10.69 -2.97 33.44 -0.25
P -10.13 -1.74 32.93 0.47
N -8.48 -1.56 33.23 -0.24
C -8.01 -1.77 34.69 -0.05
C -7.71 -2.36 32.30 -0.13
N -10.78 -0.35 33.64 -0.28
C -12.21 -0.04 33.50 -0.10
C -9.99 0.87 33.94 -0.12
N -10.36 -1.69 31.34 -0.33
C -10.04 -0.54 30.63 -0.13
C -11.00 -2.70 30.57 -0.09
H -8.81 -1.27 35.22 0.04
H -7.12 -1.21 34.82 0.04
H -7.86 -2.83 34.90 0.06
H -7.69 -3.44 32.62 0.08
H -6.62 -2.12 32.25 0.06
H -8.05 -2.48 31.26 0.06
H -12.82 -0.87 33.16 0.08
H -12.63 0.38 34.37 0.06
H -12.43 0.79 32.81 0.08
H -8.93 0.65 33.87 0.06
H -10.18 1.70 33.24 0.07
H -10.31 1.19 34.97 0.10
H -10.93 -0.05 30.16 0.10
H -9.68 0.25 31.32 0.08
H -9.19 -0.74 29.89 0.10
H -12.12 -2.75 30.65 0.10
H -10.77 -3.67 30.98 0.04
H -10.69 -2.67 29.51 0.08
O -9.31 -7.29 34.13 -0.27
P -8.80 -7.93 32.91 0.45
N -9.43 -7.31 31.56 -0.26
C -9.56 -7.98 30.30 -0.10
C -9.55 -5.81 31.49 -0.06
N -9.12 -9.52 32.89 -0.28
C -10.53 -9.92 32.88 -0.10
C -8.19 -10.65 33.15 -0.08
N -7.13 -7.82 32.84 -0.27
C -6.50 -7.96 31.53 -0.10
C -6.26 -7.55 34.02 -0.07
H -9.55 -9.07 30.40 0.06
H -8.73 -7.74 29.69 0.05
H -10.50 -7.61 29.89 0.08
H -8.71 -5.32 30.99 0.06
H -9.58 -5.37 32.46 0.06
H -10.33 -5.60 30.87 0.04
H -11.20 -9.08 32.71 0.05
H -10.71 -10.65 31.99 0.12
H -10.70 -10.34 33.85 0.05
H -7.23 -10.20 33.36 0.05
H -8.55 -11.12 34.05 0.06
H -8.19 -11.42 32.33 0.07
H -6.74 -8.89 31.09 0.04
H -6.85 -7.18 30.81 0.08
H -5.38 -7.96 31.46 0.08
H -5.63 -8.40 34.29 0.05
H -6.93 -7.17 34.83 0.06
H -5.54 -6.70 33.86 0.07
O -5.60 -3.62 25.56 -0.30
P -6.27 -2.92 26.69 0.48
N -5.75 -1.40 27.09 -0.31
C -4.61 -1.22 27.99 -0.10
C -5.88 -0.32 26.06 -0.07
N -6.20 -3.90 28.01 -0.28
C -7.20 -3.91 29.04 -0.10
C -5.31 -5.03 28.10 -0.10
N -7.81 -2.54 26.32 -0.28
C -8.52 -1.57 27.16 -0.13
C -8.38 -2.86 25.01 -0.09
H -3.82 -0.77 27.37 0.09
H -4.29 -2.11 28.46 0.04
H -4.77 -0.51 28.74 0.05
H -6.71 0.36 26.38 0.09
H -6.05 -0.87 25.14 0.08
H -4.95 0.20 25.97 0.07
H -6.67 -3.97 29.98 0.05
H -7.77 -2.94 28.99 0.08
H -7.93 -4.69 28.94 0.06
H -5.67 -5.89 27.52 0.08
H -4.32 -4.83 27.76 0.08
H -5.19 -5.34 29.12 0.06
H -9.31 -2.06 27.70 0.05
H -7.85 -1.10 27.84 0.05
H -8.95 -0.74 26.52 0.10
H -7.56 -3.32 24.43 0.07
H -8.78 -1.95 24.61 0.07
H -9.21 -3.60 25.06 0.06
C -8.45 -6.58 24.90 -0.04
C -8.53 -6.87 26.41 -0.13
O -9.60 -7.76 26.51 0.04
C -9.99 -8.18 25.30 -0.64
O -10.83 -9.05 25.19 0.10
O -9.31 -7.62 24.35 0.11
H -7.43 -6.73 24.56 0.14
H -8.78 -5.59 24.56 0.11
H -8.72 -5.95 26.93 0.10
H -7.66 -7.36 26.82 0.12
C -6.93 -16.86 34.62 -0.15
C -7.57 -17.23 33.32 -0.09
O -8.98 -16.95 33.50 0.07
C -9.18 -16.69 34.81 -0.60
O -10.20 -16.52 35.38 0.18
O -8.00 -16.51 35.41 0.04
H -6.31 -15.94 34.57 0.09
H -6.38 -17.75 34.96 0.14
H -7.60 -18.31 33.07 0.14
H -7.10 -16.68 32.60 0.09
C -9.76 -9.29 36.65 -0.10
C -10.81 -8.67 37.67 -0.08
O -9.94 -8.07 38.63 0.01
C -8.65 -7.99 38.08 -0.58
O -7.74 -7.40 38.57 0.13
O -8.55 -8.61 36.92 0.06
H -10.07 -9.12 35.62 0.09
H -9.59 -10.39 36.85 0.14
H -11.35 -9.42 38.20 0.12
H -11.29 -7.91 37.10 0.11
C -0.62 -7.21 32.65 -0.14
C -0.54 -8.67 32.93 -0.12
O -1.37 -9.26 31.91 0.05
C -2.25 -8.27 31.51 -0.52
O -3.20 -8.51 30.82 0.15
O -1.84 -7.06 31.95 0.07
H 0.24 -6.91 32.06 0.14
H -0.58 -6.68 33.53 0.11
H -0.94 -8.91 33.93 0.13
H 0.45 -9.08 32.78 0.13
C -12.59 -6.39 25.51 -0.11
C -13.21 -6.40 26.90 -0.11
O -12.44 -5.49 27.68 0.06
C -11.33 -5.14 26.95 -0.50
O -10.42 -4.46 27.29 0.14
O -11.36 -5.71 25.69 0.01
H -13.03 -5.71 24.78 0.14
H -12.34 -7.36 25.07 0.12
H -13.05 -7.46 27.34 0.14
H -14.27 -6.18 26.89 0.13

150
Properties=species:S:1:pos:R:3:lowdin_charge:R:1 method="wB97M-V/def2-TZVPD" total_charge=-1 lumo_energy_ev=0.36
C -3.00 -5.44 -3.12 -0.17
C -1.98 -4.18 -3.01 -0.69
Cl -0.93 -3.92 -4.45 0.61
C -1.96 -3.34 -1.88 -0.57
Cl -3.24 -3.82 -0.61 0.58
P -0.88 -1.78 -1.50 0.54
C 0.74 -2.48 -2.24 -0.28
C -1.42 -0.86 -3.09 -0.29
C -0.39 0.04 -3.87 -0.25
C 0.64 0.96 -3.10 -0.18
C 2.21 0.51 -3.22 -0.15
N 2.95 0.80 -1.96 -0.16
C 2.88 1.91 -1.02 -0.06
C 3.91 1.57 0.09 -0.10
C 4.60 0.18 -0.25 -0.08
C 3.90 -0.21 -1.57 -0.09
O -2.25 -1.09 -0.61 -0.30
C -1.97 0.16 -0.04 -0.41
O -1.77 1.24 -0.69 -0.02
C -1.99 0.45 1.56 -0.06
C -0.61 0.91 2.15 -0.01
C -0.39 1.23 3.67 -0.07
C -1.65 1.08 4.58 -0.09
C -3.03 0.62 4.00 -0.07
C -3.23 0.30 2.47 0.00
B -0.37 -2.65 0.17 -0.56
O 0.84 -3.48 0.36 0.00
O -1.11 -2.52 1.44 -0.01
H -2.97 -6.11 -2.20 0.06
H -2.80 -6.01 -4.11 0.06
H -4.05 -4.97 -3.27 0.08
H -0.10 -0.65 -1.04 0.03
H 0.96 -2.23 -3.33 0.00
H 1.66 -2.07 -1.66 0.05
H 0.71 -3.64 -2.22 0.05
H -2.27 -0.14 -2.75 0.09
H -2.01 -1.51 -3.85 0.07
H 0.22 -0.64 -4.59 0.09
H -0.99 0.72 -4.59 0.11
H 0.62 2.01 -3.59 0.11
H 0.47 1.15 -1.99 0.07
H 2.69 1.13 -4.06 0.13
H 2.34 -0.60 -3.43 0.09
H 2.18 2.79 -1.12 0.11
H 4.17 2.18 1.02 0.07
H 5.42 -0.37 0.32 0.07
H 4.12 -1.16 -2.16 0.11
H 0.33 1.04 1.49 0.10
H 0.62 1.56 4.10 0.09
H -1.56 1.27 5.70 0.07
H -3.95 0.50 4.67 0.08
H -4.22 -0.06 2.04 0.06
H 1.46 -2.85 0.81 0.07
H -1.25 -3.45 1.76 0.09
C 2.07 -2.73 3.55 -0.03
C 2.75 -1.72 2.86 -0.04
C 4.04 -1.37 3.24 0.01
C 4.65 -2.02 4.32 -0.09
C 3.96 -3.01 5.02 -0.09
C 2.67 -3.37 4.63 0.01
C 4.58 -3.66 6.19 -0.28
O 3.97 -4.53 6.81 0.10
C 5.93 -3.25 6.62 -0.08
C 6.50 -3.82 7.76 0.00
C 7.78 -3.45 8.16 -0.07
C 8.50 -2.51 7.42 -0.07
C 7.93 -1.93 6.28 0.00
C 6.64 -2.30 5.89 -0.08
C 6.03 -1.65 4.70 -0.28
O 6.66 -0.83 4.06 0.10
H 1.06 -3.00 3.24 0.10
H 2.27 -1.21 2.03 0.11
H 4.57 -0.60 2.70 0.10
H 2.13 -4.14 5.16 0.12
H 5.95 -4.55 8.34 0.12
H 8.22 -3.89 9.05 0.10
H 9.50 -2.22 7.72 0.10
H 8.49 -1.20 5.71 0.12
C -13.32 -1.47 0.91 -0.07
C -13.42 -0.08 0.78 -0.07
C -12.27 0.68 0.58 0.00
C -11.02 0.06 0.53 -0.08
C -10.92 -1.32 0.69 -0.08
C -12.08 -2.09 0.87 0.00
C -9.60 -1.99 0.69 -0.28
O -9.52 -3.19 0.82 0.10
C -8.38 -1.16 0.53 -0.09
C -7.13 -1.76 0.58 0.02
C -5.98 -0.99 0.42 -0.05
C -6.08 0.38 0.19 -0.05
C -7.33 0.98 0.14 0.01
C -8.49 0.22 0.32 -0.09
C -9.81 0.88 0.30 -0.28
O -9.90 2.08 0.11 0.10
H -14.22 -2.06 1.05 0.10
H -14.39 0.40 0.82 0.10
H -12.35 1.76 0.47 0.12
H -12.01 -3.16 0.98 0.12
H -7.04 -2.83 0.75 0.12
H -5.00 -1.47 0.47 0.09
H -5.18 0.97 0.06 0.11
H -7.41 2.05 -0.03 0.12
C 2.92 -4.46 -8.32 -0.06
C 2.31 -3.62 -7.39 -0.05
C 3.05 -2.63 -6.76 0.01
C 4.40 -2.47 -7.04 -0.08
C 5.02 -3.32 -7.96 -0.09
C 4.28 -4.31 -8.60 0.00
C 6.47 -3.20 -8.24 -0.28
O 7.01 -3.94 -9.04 0.09
C 7.25 -2.16 -7.52 -0.09
C 8.63 -2.07 -7.73 0.00
C 9.37 -1.10 -7.07 -0.06
C 8.74 -0.20 -6.21 -0.06
C 7.37 -0.29 -6.00 0.01
C 6.62 -1.28 -6.64 -0.08
C 5.17 -1.39 -6.38 -0.27
O 4.62 -0.61 -5.62 0.10
H 2.35 -5.23 -8.82 0.11
H 1.26 -3.75 -7.15 0.10
H 2.56 -1.97 -6.04 0.12
H 4.75 -4.97 -9.33 0.12
H 9.13 -2.76 -8.40 0.12
H 10.44 -1.03 -7.23 0.10
H 9.32 0.56 -5.70 0.11
H 6.88 0.40 -5.32 0.12
C -0.57 10.26 5.46 -0.07
C 0.75 9.99 5.09 -0.07
C 1.02 8.99 4.16 0.00
C -0.03 8.24 3.61 -0.08
C -1.35 8.50 4.00 -0.08
C -1.61 9.52 4.92 0.00
C -2.46 7.69 3.47 -0.28
O -3.61 7.92 3.81 0.09
C -2.16 6.59 2.52 -0.09
C -3.20 5.78 2.05 0.00
C -2.92 4.76 1.15 -0.04
C -1.62 4.55 0.70 -0.04
C -0.59 5.35 1.17 0.01
C -0.85 6.37 2.09 -0.09
C 0.26 7.19 2.61 -0.28
O 1.40 7.01 2.23 0.10
H -0.77 11.05 6.18 0.10
H 1.57 10.56 5.52 0.10
H 2.04 8.78 3.87 0.12
H -2.63 9.73 5.22 0.12
H -4.21 5.94 2.39 0.12
H -3.73 4.13 0.79 0.11
H -1.41 3.75 -0.01 0.10
H 0.43 5.18 0.83 0.12